One molecule with the formula C5H13N at a distorted geometry, computed with ωB97M-V with the def2-TZVPD basis set.

```
19
Properties=species:S:1:pos:R:3:forces:R:3:mulliken_charge:R:1
H -1.93286 2.10349 -0.18763 -0.139 0.496 0.049 0.2903
C 1.34870 -2.68045 -0.67546 -0.994 0.081 -0.031 -0.8310
H 0.90981 0.14986 -0.93799 0.200 -0.293 0.650 0.1939
C -0.30660 2.36334 1.26308 -0.806 -2.475 -0.140 -1.0905
H 2.10053 -2.41797 0.06578 -0.066 0.251 0.060 0.3018
C -1.00011 0.26015 -0.03101 0.918 0.228 -0.131 -0.5283
H -1.58948 -0.13744 -0.86595 -0.223 0.343 0.141 0.3298
H 1.79333 -2.61555 -1.67050 0.228 -0.341 0.012 0.2722
H -1.51848 0.04904 0.90186 -0.021 -0.575 0.032 0.1684
C 0.36025 -0.43410 -0.15810 -0.334 -0.784 -0.751 -0.5200
H 0.60237 1.77510 1.44544 0.397 0.893 -0.073 0.2769
H -0.93856 1.97261 2.07497 -0.139 0.505 -0.020 0.2971
H 0.98557 -3.67634 -0.40950 0.560 -0.244 -0.475 0.2944
H -0.39867 -1.78980 -1.40945 0.178 -0.591 -0.246 0.2249
H -0.22587 3.43474 1.34372 0.288 0.189 -0.176 0.3506
N 0.15757 -1.84019 -0.56838 -0.229 1.243 0.591 -0.3434
H -0.34563 2.23005 -0.89172 0.033 -0.513 -0.191 0.3410
C -0.90191 1.78302 -0.06168 -0.204 0.960 0.437 -0.4294
H 0.90003 -0.52957 0.77252 0.354 0.625 0.263 0.4013
```
Forces are in eV/Å.

The total energy comes out at -253.0280 Eh. For the max |F|, the calculation gives 2.6 eV/Å. Its structure (SMILES) is CCCCNC.